83
Properties=species:S:1:pos:R:3:lowdin_charge:R:1 method="wB97M-V/def2-TZVPD" charge=0 gap_ev=9.9 e_tot_ev=-316544.6833
C -9.155 -12.429 -23.537 -0.034
N -10.282 -12.100 -22.640 -0.431
O -11.332 -11.739 -23.124 0.037
O -10.126 -12.265 -21.440 0.027
H -9.071 -11.612 -24.248 0.038
H -9.314 -13.373 -24.046 0.070
H -8.252 -12.463 -22.942 0.047
Br -8.794 -17.747 -19.423 0.619
C -8.139 -15.937 -19.200 -0.714
C -8.879 -14.990 -20.094 -0.669
Br -8.349 -15.276 -21.963 0.670
H -7.074 -15.852 -19.399 0.058
H -8.269 -15.692 -18.148 0.059
H -8.567 -13.960 -19.939 0.025
H -9.959 -15.060 -20.050 0.062
Br -6.631 -6.820 -23.460 0.674
C -7.973 -6.860 -24.858 -0.676
C -8.417 -8.269 -25.095 -0.691
Br -9.644 -8.921 -23.735 0.739
H -7.499 -6.477 -25.762 0.060
H -8.788 -6.177 -24.637 0.059
H -7.585 -8.962 -25.183 0.030
H -8.995 -8.318 -26.018 0.051
C -9.883 -11.194 -27.098 -0.061
C -11.070 -12.162 -27.049 -0.290
O -10.594 -13.434 -26.739 -0.178
C -11.501 -14.502 -26.967 -0.258
C -12.378 -14.730 -25.732 -0.068
H -8.969 -11.609 -26.690 0.070
H -9.746 -10.921 -28.146 0.073
H -10.187 -10.281 -26.585 0.045
H -11.806 -11.813 -26.311 0.115
H -11.622 -12.182 -27.998 0.115
H -12.093 -14.354 -27.874 0.115
H -10.856 -15.375 -27.070 0.115
H -12.797 -15.734 -25.727 0.072
H -13.180 -13.991 -25.655 0.072
H -11.773 -14.537 -24.844 0.068
C -5.849 -10.597 -22.435 -0.066
C -4.743 -10.008 -23.303 -0.297
O -5.324 -9.623 -24.519 -0.223
C -4.400 -9.484 -25.572 -0.289
C -5.141 -9.413 -26.890 -0.067
H -5.484 -11.165 -21.579 0.077
H -6.507 -9.798 -22.097 0.044
H -6.423 -11.290 -23.054 0.062
H -4.335 -9.118 -22.796 0.112
H -3.889 -10.691 -23.384 0.119
H -3.682 -8.672 -25.399 0.125
H -3.750 -10.376 -25.628 0.117
H -5.996 -10.091 -26.865 0.074
H -4.494 -9.545 -27.750 0.077
H -5.664 -8.449 -26.988 0.070
C -12.205 -8.996 -21.085 -0.090
C -13.098 -9.897 -20.244 -0.268
O -14.363 -9.252 -20.126 -0.166
C -15.178 -9.877 -19.156 -0.301
C -16.459 -9.075 -19.059 -0.085
H -11.329 -9.591 -21.369 0.017
H -12.668 -8.616 -21.992 0.076
H -11.812 -8.175 -20.486 0.077
H -13.233 -10.872 -20.717 0.116
H -12.626 -9.962 -19.258 0.116
H -15.399 -10.902 -19.465 0.119
H -14.713 -9.835 -18.162 0.117
H -17.118 -9.382 -18.248 0.072
H -17.005 -9.171 -20.002 0.074
H -16.241 -8.014 -18.934 0.076
C -4.911 -9.147 -18.510 -0.075
C -6.358 -8.969 -18.920 -0.277
O -7.128 -9.966 -18.266 -0.155
C -8.045 -10.629 -19.120 -0.281
C -8.879 -11.569 -18.284 -0.077
H -4.261 -8.299 -18.732 0.073
H -4.840 -9.284 -17.429 0.075
H -4.499 -10.051 -18.964 0.070
H -6.731 -7.976 -18.649 0.120
H -6.447 -9.057 -20.008 0.089
H -8.700 -9.904 -19.614 0.123
H -7.498 -11.241 -19.848 0.111
H -9.625 -12.061 -18.919 0.053
H -9.395 -11.104 -17.449 0.080
H -8.286 -12.427 -17.951 0.071